Computed, not measured: a single C23H30FN3O molecule, with ωB97M-V/def2-TZVPD.

Computed properties:
**M**: 383.511 g/mol
**SMILES**: COc1ccccc1CN1CCC[C@H](N2CCN(c3ccc(F)cc3)CC2)C1
**Relative energy (zero: lowest compared OMol25 entry of this formula, charge and spin)**: 0.036 eV
**E_HOMO**: -7.563 eV
**E_tot**: -33572.592 eV
**Largest force on an atom**: 0.56 eV/A

Geometry as ORCA input:
```
! wB97M-V def2-TZVPD RIJCOSX def2/J DEFGRID3
* xyz 0 1
C 5.27303 0.48641 -2.24292
H 5.99170 0.93464 -2.93794
O 3.95202 0.62131 -2.70078
C 3.60284 0.02809 -3.87382
C 4.47695 -0.68337 -4.68718
C 4.03240 -1.23463 -5.87817
C 2.71868 -1.08014 -6.27358
C 1.84462 -0.37419 -5.46224
C 2.26323 0.18085 -4.26638
C 1.31457 0.92954 -3.37312
N 1.00476 0.16653 -2.17269
C 0.27432 -1.04861 -2.47336
C 0.12221 -1.88974 -1.21182
C -0.61726 -1.10064 -0.13664
H -0.69003 -1.69508 0.77616
C 0.14758 0.20518 0.12319
N -0.37280 1.10146 1.13687
C -1.76850 1.46746 1.10844
H -2.12247 1.48478 0.07825
C -2.69354 0.56634 1.95014
N -2.18293 0.49015 3.30107
C -3.03684 0.23216 4.35980
C -4.36463 -0.16944 4.17121
C -5.21797 -0.35147 5.24270
C -4.74801 -0.14245 6.52367
C -3.44208 0.25205 6.75064
C -2.60012 0.44103 5.67542
H -1.59215 0.77798 5.86009
H -3.09957 0.41789 7.75997
F -5.58030 -0.32588 7.57764
H -6.23893 -0.66442 5.08927
H -4.74186 -0.36149 3.17971
C -0.82048 -0.00264 3.32442
H -0.45429 -0.05200 4.34819
C 0.07326 0.93305 2.49928
H 1.10026 0.56537 2.50341
H 0.05562 1.92241 2.97306
H -0.78126 -1.01997 2.90113
H -3.68189 1.02800 1.96600
H -2.77465 -0.43323 1.49622
H -1.84318 2.48475 1.51248
C 0.28448 0.96669 -1.20450
H 0.84487 1.88504 -1.01870
H -0.71677 1.24815 -1.58181
H 1.16412 -0.05894 0.43367
H -1.62772 -0.87615 -0.48615
H 1.11559 -2.15750 -0.84837
H -0.41792 -2.80890 -1.44780
H 0.83429 -1.60871 -3.22570
H -0.72800 -0.82277 -2.88909
H 0.39862 1.18408 -3.93858
H 1.79377 1.85750 -3.05055
H 0.81419 -0.25013 -5.76440
H 2.37321 -1.50547 -7.20346
H 4.72574 -1.78478 -6.49718
H 5.50994 -0.81439 -4.40515
H 5.53800 -0.56278 -2.07521
H 5.31124 1.02100 -1.29482
*
```

Atomic partial charges in e from the Löwdin method, atoms 1 to 2:
1 C -0.08
2 H 0.10


Computed, not measured: a molecular structure, C23H30LuN2O4 in a non-equilibrium geometry, with ωB97M-V/def2-TZVPD.

Computed properties:
**M**: 573.470 g/mol
**Relative energy (zero: lowest compared OMol25 entry of this formula, charge and spin)**: 0.000 eV
**E_HOMO**: -2.956 eV
**E_tot**: -69130.072 eV
**Largest force on an atom**: 1.49 eV/A

Geometry as ORCA input:
```
! wB97M-V def2-TZVPD RIJCOSX def2/J DEFGRID3
* xyz -1 1
Lu -0.59900 0.36926 1.14580
O -0.08510 0.37521 3.54904
C 1.08094 0.96153 4.08236
C 2.12534 0.96333 2.99733
C 3.48224 0.82284 3.25599
C 4.36015 0.87850 2.18719
C 3.87908 1.07267 0.90333
C 2.50809 1.19817 0.73345
N 1.66501 1.14219 1.76353
H -0.89050 0.66195 3.99705
H 1.44039 0.41683 4.95941
H 0.88491 2.00227 4.36600
H 3.82622 0.65203 4.26717
H 5.42337 0.75648 2.35727
H 4.53167 1.11161 0.04312
H 2.06050 1.31246 -0.24763
O 1.23015 -1.74831 1.18598
C 1.06563 -3.05758 0.83912
C 2.06973 -3.70555 0.13317
C 1.90539 -5.04195 -0.19529
C 0.75755 -5.72926 0.18410
C -0.23300 -5.06516 0.89109
C -0.10571 -3.72172 1.21905
C -1.21950 -3.00694 1.96871
O -2.03460 -3.65877 2.59497
O -1.25470 -1.71882 1.79186
H 0.37235 -1.60285 1.66526
H 2.95338 -3.14995 -0.15140
H 2.68266 -5.55061 -0.75337
H 0.63892 -6.77363 -0.07425
H -1.13557 -5.57163 1.20923
C -3.94781 1.87911 0.05451
C -2.86340 2.69397 0.78288
C -3.55996 3.61145 1.80419
C -2.16106 3.59006 -0.25421
N -1.92430 1.81098 1.40400
H -4.71644 2.50825 -0.41546
H -4.43132 1.20854 0.76841
H -3.48477 1.26645 -0.72319
H -4.25715 4.31831 1.33771
H -2.80389 4.17692 2.35550
H -4.11086 3.00197 2.52572
H -2.86015 4.24752 -0.78981
H -1.63957 2.96722 -0.98443
H -1.41812 4.21573 0.24900
C -1.22633 -0.43803 -4.43812
C 0.04024 0.20107 -3.85161
C 1.26327 -0.63024 -4.26121
C 0.18930 1.62425 -4.40744
C -0.07116 0.24675 -2.38453
C -0.16881 0.26728 -1.16752
H -1.15313 -0.48576 -5.52921
H -2.10716 0.14521 -4.16841
H -1.36041 -1.44827 -4.05017
H 1.33714 -0.67668 -5.35227
H 1.18852 -1.64560 -3.87032
H 2.17773 -0.18303 -3.86794
H 0.26410 1.59533 -5.49895
H 1.08696 2.09857 -4.00757
H -0.66746 2.23807 -4.12819
*
```

Atomic partial charges in e from the Löwdin method, atoms 1 to 2:
1 Lu 1.36
2 O -0.15


Computed, not measured: a molecular structure, C23H30MgN2O2SSi2, with ωB97M-V/def2-TZVPD.

Computed properties:
**M**: 479.049 g/mol
**Relative energy (zero: lowest compared OMol25 entry of this formula, charge and spin)**: 0.000 eV
**E_HOMO**: -0.405 eV
**E_tot**: -63452.321 eV
**Largest force on an atom**: 0.15 eV/A

Geometry as ORCA input:
```
! wB97M-V def2-TZVPD RIJCOSX def2/J DEFGRID3
* xyz -2 1
Mg 1.73100 0.25818 -1.05006
O 2.33327 -0.15533 -5.09938
C 2.39601 -0.44787 -3.90068
O 1.64848 0.04023 -2.99022
C 3.39391 -1.53075 -3.49892
C 3.51561 -2.58956 -4.39812
C 4.36427 -3.66076 -4.17285
C 5.13715 -3.66038 -3.01601
C 5.04345 -2.60897 -2.12445
C 4.17629 -1.51747 -2.32486
S 4.19849 -0.22899 -1.12695
H 2.92068 -2.53576 -5.30174
H 4.42609 -4.47624 -4.88527
H 5.81533 -4.48237 -2.80700
H 5.64721 -2.60380 -1.22467
C 0.92632 3.86854 0.74900
Si 1.49783 2.03391 0.96355
C 2.90924 2.23301 2.25560
C 0.09351 1.31194 2.10892
C -0.52283 2.14190 3.05664
C -1.52746 1.69392 3.90611
C -1.94261 0.37027 3.82163
C -1.33489 -0.47343 2.89992
C -0.31868 -0.04429 2.03530
Si 0.55942 -1.29062 0.82107
C -0.75456 -2.69575 0.61491
C 1.75419 -2.12633 2.07822
H 0.82699 4.42870 1.68737
H -0.03636 3.90519 0.22839
H 1.65158 4.39842 0.12375
H 2.58397 2.78740 3.14562
H 3.75944 2.75979 1.81144
H 3.26831 1.25108 2.57596
H -0.21416 3.18083 3.12927
H -1.98426 2.37099 4.62235
H -2.72552 -0.00456 4.47533
H -1.66072 -1.50949 2.86049
H -1.13402 -3.11077 1.55744
H -0.27588 -3.51365 0.06640
H -1.60929 -2.37300 0.01068
H 1.22401 -2.51148 2.95866
H 2.50345 -1.40528 2.41693
H 2.29405 -2.95185 1.60407
N -0.62349 1.11606 -1.37404
C -1.64423 1.52644 -1.03260
N -2.84436 1.98748 -0.63911
C -3.88455 1.85576 -1.66867
C -4.36261 0.41424 -1.80200
C -4.84361 -0.11331 -0.44985
C -3.76065 0.05831 0.61404
C -3.28011 1.50042 0.68457
H -3.48494 2.23827 -2.60739
H -4.71146 2.50397 -1.36072
H -3.52903 -0.19654 -2.16168
H -5.15594 0.35783 -2.55272
H -5.13055 -1.16427 -0.53349
H -5.74283 0.44001 -0.14852
H -2.90066 -0.57998 0.38856
H -4.11993 -0.24614 1.59978
H -2.45091 1.60880 1.37761
H -4.08844 2.16708 1.00244
*
```

Atomic partial charges in e from the Löwdin method, atoms 1 to 2:
1 Mg 0.21
2 O -0.02


Computed, not measured: a molecular structure, C23H30N9OPrS in a non-equilibrium geometry, with ωB97M-V/def2-TZVPD.

Computed properties:
**M**: 621.530 g/mol
**E_HOMO (alpha / beta)**: -12.972 / -12.972 eV
**E_tot**: -64688.082 eV
**Expectation value of S²**: 2.002
**Largest force on an atom**: 2.93 eV/A

Geometry as ORCA input:
```
! wB97M-V def2-TZVPD RIJCOSX def2/J DEFGRID3
* xyz 2 3
Pr -1.56737 1.86387 -0.35756
C -1.40300 -1.41419 -5.21841
C -0.34137 -0.29917 -5.41267
N 0.50300 0.03440 -4.23946
C 0.22184 0.84644 -3.25680
S -1.54327 1.25940 -2.98371
N 1.15935 1.27983 -2.48451
N 0.67348 2.05896 -1.47641
C 1.55625 2.81732 -0.89464
C 3.03841 2.73196 -1.20085
C 1.03979 3.71202 0.14359
C 1.61847 4.95367 0.42074
C 1.20016 5.68850 1.53150
C 0.11229 5.27137 2.29235
C -0.50290 4.12460 1.87485
N -0.06559 3.35636 0.85969
H -2.00110 -1.56382 -6.11983
H -2.15248 -1.17927 -4.43003
H -0.91057 -2.36519 -4.98138
H -0.74412 0.68475 -5.65029
H 0.37404 -0.57582 -6.18741
H 1.47313 -0.34105 -4.33989
H 3.18661 3.33291 -2.07601
H 3.22471 1.65451 -1.36181
H 3.66527 3.12691 -0.38393
H 2.43047 5.23397 -0.24121
H 1.62270 6.66878 1.73143
H -0.31883 5.85659 3.11676
H -1.36493 3.72890 2.46896
C 0.16417 -4.38935 -1.56453
C 0.51595 -4.09814 -0.12435
C 0.33376 -5.07216 0.83288
C 0.78523 -4.84043 2.12235
C 1.53376 -3.73012 2.43390
N 1.87623 -3.45033 3.81104
C 1.80525 -2.25268 4.48045
O 2.37144 -2.10104 5.53489
N 1.10358 -1.18958 3.80731
C -0.05271 -1.25309 3.04544
C -1.00773 -2.21916 3.05786
C -2.08994 -2.21004 2.20982
C -2.18427 -1.18269 1.31725
N -1.33576 -0.16074 1.28834
C -0.30294 -0.16675 2.17890
C 1.81520 -2.80593 1.43120
C 1.27925 -2.94985 0.17036
H 0.18927 -3.48823 -2.18775
H -0.81943 -4.82711 -1.65610
H 0.89438 -5.08451 -1.97501
H -0.22671 -6.04556 0.69268
H 0.54241 -5.59331 2.90911
H 2.39546 -4.15266 4.36496
H 1.24680 -0.27439 4.23855
H -0.86308 -3.09085 3.67876
H -2.83086 -2.98693 2.25522
H -2.91806 -1.20205 0.49307
H 0.30857 0.73213 2.15248
H 2.46991 -1.94739 1.64609
H 1.42342 -2.19397 -0.61629
N -3.80797 3.01947 -1.05102
N -3.24645 3.83952 0.00732
H -3.87345 3.53826 -1.92316
H -4.71969 2.65953 -0.81896
H -3.81371 3.78968 0.82917
H -3.14571 4.83295 -0.21527
*
```

Atomic partial charges in e from the Löwdin method, atoms 1 to 2:
1 Pr 1.12
2 C -0.08